[1]
Here is the molecule C5H6O2 from OMol25. Energies are from ωB97M-V/def2-TZVPD.

The geometry in XYZ format:
```
13
Properties=species:S:1:pos:R:3:mulliken_charge:R:1
C -2.290 -1.641 0.137 -0.1085
C -1.323 -1.039 -0.253 -0.4837
C -0.438 -0.085 -0.883 0.7034
O -0.418 0.025 -2.094 -0.5711
C 0.359 0.856 -0.001 0.2005
C 1.190 0.118 1.043 -1.2093
O 1.166 1.644 -0.825 -0.5679
H -3.144 -2.191 0.452 0.4142
H -0.398 1.474 0.518 0.1905
H 1.776 0.854 1.599 0.3316
H 1.880 -0.578 0.556 0.3073
H 0.559 -0.435 1.747 0.3677
H 0.903 1.408 -1.733 0.4253
```

- frontier orbital gap (eV) = 10.5
- structure (SMILES) = C#CC(=O)[C@@H](C)O
- total charge = 0
- ΔE to the lowest compared entry with this formula, charge and spin (eV) = 2.197

[2]
Here is the molecule C4H3NS2 from OMol25. Energies are from ωB97M-V/def2-TZVPD.

The geometry in XYZ format:
```
10
Properties=species:S:1:pos:R:3:mulliken_charge:R:1
S -3.548 -0.272 -0.565 -0.3116
C -2.005 -0.507 -0.711 0.0598
C -0.679 -0.581 -0.798 0.0819
N 0.453 -0.108 -0.156 0.0364
C 0.639 1.043 0.660 -0.4937
C 1.652 -0.153 0.445 0.3073
S 2.782 -1.193 0.604 -0.4378
H -0.308 -1.430 -1.334 0.2882
H 0.227 1.165 1.679 0.2406
H 0.788 2.035 0.177 0.2289
```

- frontier orbital gap (eV) = 7.2
- structure (SMILES) = S=C=CN1CC1=S
- total charge = 0
- ΔE to the lowest compared entry with this formula, charge and spin (eV) = 3.133

[3]
Here is a structure of composition C38H48AsN9OS2TeTi from OMol25. Energies are from ωB97M-V/def2-TZVPD.

The geometry in XYZ format:
```
101
Properties=species:S:1:pos:R:3:mulliken_charge:R:1
Ti -0.091 1.018 2.114 -0.4972
C -2.865 2.444 5.244 -2.0990
C -1.953 1.628 4.386 0.7764
N -0.947 2.139 3.687 1.3233
N -0.632 3.460 3.904 -0.7514
C 0.472 3.992 3.356 0.3803
N 0.725 5.280 3.637 -0.3957
S 1.487 3.109 2.343 -0.3233
C -2.062 0.205 4.245 0.1034
C -2.998 -0.599 4.917 -0.8870
C -2.929 -1.964 4.789 -0.9232
C -1.931 -2.531 3.984 -1.0690
C -1.069 -1.692 3.324 -0.8916
N -1.124 -0.353 3.435 1.4492
H -2.421 2.678 6.216 0.2886
H -3.136 3.384 4.756 0.4870
H -3.796 1.919 5.434 0.5117
H -1.202 3.994 4.545 0.2690
H 0.219 5.789 4.342 0.1879
H 1.588 5.675 3.306 0.2474
H -3.753 -0.152 5.547 0.4244
H -3.636 -2.596 5.309 0.4623
H -1.841 -3.601 3.868 0.5593
H -0.298 -2.079 2.668 0.6670
C 0.166 -8.460 -8.050 -0.8411
O 1.257 -7.883 -7.345 -0.4578
C 0.995 -6.980 -6.387 0.9490
C 2.109 -6.439 -5.735 -0.6337
C 1.946 -5.508 -4.740 -0.5534
C 0.667 -5.083 -4.360 0.3768
C -0.434 -5.627 -5.013 -0.6680
C -0.284 -6.567 -6.019 -0.7304
C 0.539 -4.095 -3.300 0.2717
N 1.543 -3.545 -2.647 -0.9114
C 0.973 -2.689 -1.755 1.2949
C -0.403 -2.707 -1.856 -0.3823
N -0.667 -3.615 -2.849 -0.1297
C -1.246 -1.892 -1.055 0.7450
C -2.646 -1.845 -1.120 -0.8188
C -3.336 -0.982 -0.304 -1.5059
C -2.624 -0.162 0.567 -0.6861
N -1.303 -0.189 0.650 0.7488
C -0.607 -1.035 -0.131 -0.1521
C 0.825 -1.053 0.031 -0.0593
N 1.358 -0.272 0.998 1.3348
C 2.675 -0.231 1.126 -0.9133
C 3.540 -0.985 0.336 -1.2274
C 3.014 -1.812 -0.626 -0.9925
C 1.626 -1.857 -0.795 0.5178
H 0.604 -9.141 -8.772 0.2461
H -0.410 -7.695 -8.576 0.3479
H -0.487 -9.017 -7.376 0.3458
H 3.093 -6.774 -6.036 0.4350
H 2.808 -5.091 -4.237 0.4872
H -1.445 -5.330 -4.755 0.2209
H -1.161 -6.969 -6.504 0.4145
H -1.566 -3.888 -3.204 0.1950
H -3.182 -2.485 -1.810 0.5031
H -4.415 -0.928 -0.329 0.5204
H -3.134 0.540 1.217 0.6427
H 3.064 0.434 1.889 0.5400
H 4.606 -0.914 0.501 0.6010
H 3.638 -2.430 -1.258 0.6256
C -1.374 5.058 -1.368 -1.5512
C -2.461 4.267 -0.622 2.1982
C -3.349 3.500 -1.610 -1.6907
C -3.301 5.193 0.269 -1.7276
C -1.774 3.295 0.233 -0.6647
N -1.199 2.562 0.900 0.3012
H -1.855 5.781 -2.026 0.4622
H -0.750 4.389 -1.961 0.3168
H -0.735 5.596 -0.667 0.3344
H -3.826 4.215 -2.280 0.4345
H -4.131 2.944 -1.092 0.3943
H -2.759 2.809 -2.212 0.3717
H -3.801 5.928 -0.362 0.4236
H -2.673 5.728 0.982 0.3645
H -4.064 4.635 0.812 0.4014
C 4.340 3.218 -0.613 -0.9163
As 2.916 3.257 -1.916 0.5489
C 3.698 2.704 -3.587 -1.0762
C 2.476 5.126 -2.119 -1.0442
S 1.283 2.081 -1.352 -0.4425
H 5.188 3.813 -0.950 0.4551
H 4.650 2.184 -0.470 0.2500
H 3.957 3.614 0.325 0.2384
H 4.558 3.327 -3.832 0.4003
H 2.941 2.789 -4.364 0.3530
H 4.001 1.663 -3.498 0.3279
H 3.361 5.698 -2.394 0.4410
H 2.080 5.485 -1.171 0.2634
H 1.715 5.229 -2.891 0.3432
C 2.281 -1.789 4.828 -0.9289
Te 2.047 0.325 4.673 0.5193
C 0.687 0.443 6.310 -0.9608
H 2.775 -2.035 5.763 0.3974
H 2.899 -2.124 3.997 0.2869
H 1.308 -2.273 4.780 0.2364
H -0.148 -0.235 6.148 0.2560
H 0.325 1.467 6.383 0.2322
H 1.210 0.185 7.226 0.4506
```

- frontier orbital gap (alpha / beta) (eV) = 5.5 / 6.0
- expectation value of S² = 2.017
- spin multiplicity = 3
- total charge = +2
- ΔE to the lowest compared entry with this formula, charge and spin (eV) = 0.453